Formula: C5H14N3
Source: OMol25
Level of theory: ωB97M-V with the def2-TZVPD basis set

```
! RIJCOSX wB97M-V def2-TZVPD def2/J DEFGRID3
* xyz 1 1
C -0.55775 0.41800 -1.00928
C -1.12912 -0.02764 0.31188
C 0.52472 1.40223 -0.44717
C -2.31555 0.59907 0.95066
C 1.75734 0.83214 -0.06105
N 0.16695 2.68143 -0.28672
N 0.65685 -3.13226 0.17956
N 2.17456 -0.45160 -0.26811
H -0.12777 -0.36905 -1.68283
H -1.37866 1.10246 -1.55038
H -0.65467 -0.81564 0.84417
H -3.17806 0.79101 0.39221
H -2.02640 1.55985 1.31420
H -2.66919 -0.11149 1.69986
H 2.42505 1.60943 0.25466
H 1.09519 -3.75655 0.74135
H 0.83079 3.33816 0.11879
H 0.69589 -3.81104 -0.55493
H -0.31717 -2.94243 0.30341
H -0.50424 3.13712 -0.98541
H 1.52390 -1.25768 -0.33429
H 3.00733 -0.79551 0.06940
*
```

Its energy above the lowest of the compared OMol25 structures with the same formula, charge and spin is 361.08 kJ/mol. The largest force on an atom is 0.086 hartree/bohr. Its total energy is -9873.4241 eV. Its HOMO-LUMO gap (alpha / beta) is 6.7 / 8.3 eV.

---

Formula: C5H14N3O2
Source: OMol25
Level of theory: ωB97M-V with the def2-TZVPD basis set

```
! RIJCOSX wB97M-V def2-TZVPD def2/J DEFGRID3
* xyz 1 3
C 0.82725 0.02275 2.78623
C -1.10960 0.08139 -2.84325
C 0.65897 1.13005 -1.37076
C -0.09607 -0.14517 -1.72109
C -0.69594 -0.76798 -0.53641
N 1.45725 1.18045 2.47300
N -0.24687 -1.86412 0.03670
N -1.60528 -0.03628 0.09281
O 1.13405 -0.44555 4.02209
O 0.04263 -0.46558 1.95927
H -0.58877 0.21620 -3.81415
H -1.66757 -0.87605 -2.87162
H -1.74598 0.82315 -2.48591
H 0.13314 1.83677 -0.79268
H 1.63618 0.91924 -0.79691
H 1.04185 1.62560 -2.21918
H 0.83420 -0.75948 -1.97368
H 2.19265 1.50632 2.97728
H 1.34804 1.25423 1.40662
H -0.69980 -2.13471 0.91644
H 0.46487 -2.44582 -0.40727
H -2.11526 0.79048 -0.26244
H 0.62700 -1.23814 4.34892
H -1.82693 -0.20775 1.07599
*
```

Its energy above the lowest of the compared OMol25 structures with the same formula, charge and spin is 0.00 kJ/mol. The largest force on an atom is 0.109 hartree/bohr. Its total energy is -13966.7937 eV. Its HOMO-LUMO gap (alpha / beta) is 6.7 / 6.7 eV.

---

Formula: C5H14N3O4S
Source: OMol25
Level of theory: ωB97M-V with the def2-TZVPD basis set

```
! RIJCOSX wB97M-V def2-TZVPD def2/J DEFGRID3
* xyz 1 1
N 2.70580 -0.49742 3.11486
C 1.82270 0.50867 3.01700
N 2.16446 1.70368 3.68851
O 2.16491 2.81849 2.86402
N 0.62330 0.25540 2.29334
S -0.74988 0.39266 3.36125
H 3.63201 -0.41880 2.71863
H 2.40561 -1.33500 3.59970
H 1.56732 1.84406 4.50197
H 2.31962 2.57589 1.94760
H 0.51631 0.84528 1.46948
H -0.93995 1.75647 3.42918
C -1.35819 -1.78249 -0.35649
C -0.39871 -0.68006 -0.75824
O -0.10414 -0.71377 -2.15304
C -1.08680 -0.28261 -2.95018
O -2.15321 0.13317 -2.59220
O -0.67686 -0.40144 -4.20912
C -1.67464 -0.06066 -5.17666
H -0.96979 -2.75475 -0.66276
H -1.51409 -1.78496 0.72382
H -2.32653 -1.65905 -0.83964
H 0.55239 -0.82943 -0.24464
H -0.77605 0.30776 -0.47231
H -2.06249 0.94214 -5.00614
H -2.48211 -0.79173 -5.15334
H -1.20096 -0.09148 -6.15458
*
```

The largest force on an atom is 0.055 hartree/bohr. Its total energy is -28896.2253 eV. Its HOMO-LUMO gap is 6.3 eV.